Molecular formula: C7H6
Method: DFT, ωB97M-V/def2-TZVPD

Calculated values
Electronic energy (Ha): -270.14920
Energy above the lowest of the compared OMol25 structures with the same formula, charge and spin (kJ/mol): 228.2
Max |F| (eV/Å): 3.89
HOMO (eV): -9.16

Atoms and positions in Å:
C: 1.056 -0.957 1.632
C: -0.291 -0.757 1.616
C: 1.632 -0.455 0.511
C: 1.674 0.184 -0.603
C: -0.853 -0.156 0.494
C: 0.047 0.233 -0.510
C: -0.439 0.946 -1.759
H: 1.564 -1.545 2.305
H: -0.823 -1.227 2.349
H: -1.852 0.053 0.343
H: 0.332 0.863 -2.595
H: -0.601 2.129 -1.586
H: -1.446 0.689 -2.197

Here are the Mulliken charges for atoms 1 to 6, given in e: number 1, C, carries -0.7057; number 2, C, carries -0.3164; number 3, C, carries 0.4550; number 4, C, carries -0.7719; number 5, C, carries -0.6949; number 6, C, carries 0.9399